Record 1
DFT (wB97M-V/def2-TZVPD) results for a structure of composition C33H19CoF3N8O3S2 in a non-equilibrium geometry.

```
! wB97M-V def2-TZVPD RIJCOSX def2/J DEFGRID3
* xyz 1 5
N 1.21 -5.31 3.29
C 4.10 2.97 0.39
C -0.66 -2.93 -0.67
C -0.78 -3.98 -1.58
H -1.02 -3.05 0.35
Co -0.19 -0.23 0.58
S 5.19 5.06 0.51
C -1.30 -5.91 -0.05
C 4.67 0.52 0.40
C -0.36 -5.66 1.07
C 0.89 -5.07 0.94
C 1.64 -4.92 2.10
N 5.32 3.45 0.51
H -7.35 -1.65 1.98
O 0.45 -1.76 2.00
C 1.37 2.29 0.09
H 2.64 -4.48 2.06
N 3.59 5.21 0.36
C -4.76 -0.26 0.25
S 0.91 -0.74 2.98
F 0.26 -0.33 5.47
N -0.07 -1.78 -0.97
C 3.10 3.98 0.30
H 5.72 0.76 0.51
C -7.53 -0.36 0.27
H -1.87 2.40 -0.28
C 0.31 -2.56 -3.18
H 0.92 5.64 0.12
C -2.13 -0.18 0.31
C -0.86 2.78 -0.16
O 2.28 -0.80 3.36
C 0.40 -1.59 -2.20
C -0.10 -1.11 4.47
C 3.74 1.57 0.33
N -0.80 -6.08 2.27
H 2.45 -2.01 0.15
C 0.68 4.58 0.06
C -5.44 -1.02 1.24
H -2.17 -5.62 -1.90
C 2.40 1.25 0.18
H 1.28 -4.76 -0.02
H 0.88 -0.63 -2.39
C -1.44 -5.24 -1.19
C 0.00 -5.87 3.31
H -1.44 4.84 -0.18
H -0.36 -6.21 4.27
C -0.29 -3.77 -2.86
C -0.62 4.15 -0.10
C 4.22 -0.77 0.32
C -5.50 0.45 -0.72
H 0.71 -2.37 -4.17
N -10.11 -0.46 0.27
C -6.87 0.41 -0.71
N 1.96 -0.02 0.11
N 0.10 1.87 -0.06
H 4.90 -1.61 0.39
C -6.81 -1.07 1.24
C -3.38 -0.22 0.26
C 2.85 -1.00 0.19
C -8.97 -0.41 0.27
H -7.45 0.95 -1.44
H -4.87 -1.56 1.98
F 0.06 -2.38 4.81
H -0.38 -4.55 -3.61
C 1.70 3.64 0.15
H -1.95 -6.76 0.14
F -1.39 -0.90 4.18
O 0.41 0.56 2.51
H -4.98 1.03 -1.47
*
```

Summary:
Largest force on an atom: 1.1 eV Å⁻¹
E_tot: -4411.2257 Eh
Frontier orbital gap (spin up / spin down): 7.7163 / 4.7700 eV
Highest occupied orbital energy (spin up / spin down): -11.51 / -11.51 eV
Energy above the lowest of the compared OMol25 structures with the same formula, charge and spin: 0.0 kJ/mol

Charges in e, computed with Löwdin, in the same order as the atoms: N 0.10; C -0.30; C -0.09; C -0.20; H 0.12; Co 0.64; S 1.06; C -0.01; C 0.04; C -0.28; C -0.02; C -0.12; N -0.20; H 0.14; O -0.35; C -0.13; H 0.11; N -0.21; C -0.21; S 0.55; F 0.17; N 0.00; C -0.30; H 0.13; C -0.17; H 0.10; C -0.03; H 0.13; C 0.09; C -0.09; O -0.23; C -0.11; C -0.68; C -0.06; N 0.13; H 0.11; C 0.03; C 0.03; H 0.12; C -0.13; H 0.11; H 0.11; C -0.04; C -0.19; H 0.12; H 0.11; C 0.01; C -0.02; C 0.00; C 0.02; H 0.11; N 0.21; C 0.01; N 0.06; N 0.07; H 0.12; C 0.01; C 0.00; C -0.10; C -0.15; H 0.13; H 0.14; F 0.16; H 0.13; C -0.07; H 0.12; F 0.13; O -0.32; H 0.13

---

Record 2
DFT (wB97M-V/def2-TZVPD) results for a structure of composition C33H19F4N11OPt in a non-equilibrium geometry.

```
! wB97M-V def2-TZVPD RIJCOSX def2/J DEFGRID3
* xyz 2 1
F 0.36 -9.35 1.50
C 0.10 -9.51 -1.32
H 5.51 -1.83 -0.26
H 3.03 -2.29 -0.24
C -3.39 -0.66 1.30
N -0.10 -9.69 -3.85
C 0.27 9.23 -1.23
H 0.39 11.32 -0.82
C 0.74 -4.54 1.47
F 0.66 -7.04 2.79
C 0.25 -8.28 -0.62
F 0.53 -4.70 -1.30
C 0.69 -3.33 0.86
C 4.75 -1.08 -0.12
H 3.22 1.74 0.37
C 1.04 -4.40 2.85
N 0.70 -2.24 0.45
N -6.37 -0.22 -0.83
C 0.38 -8.23 0.80
C 0.48 10.33 -0.40
H -1.42 -0.77 2.14
H 0.05 6.46 -2.11
H 0.51 4.28 2.00
H -3.92 -0.83 2.22
C -2.02 -0.62 1.25
C 0.45 4.41 -0.14
C -2.05 -0.26 -1.02
F 0.20 -6.99 -2.62
C 0.40 7.97 -0.67
C -3.43 -0.29 -1.06
H 0.60 1.79 2.01
H 0.93 11.07 1.55
C 0.55 2.35 1.08
H 5.75 0.87 0.13
H 0.38 4.10 -2.29
N -1.35 -0.41 0.11
H 0.47 1.66 -2.12
C 0.90 8.94 1.54
O -6.13 -0.85 1.32
H -3.93 -0.17 -2.01
H -1.48 -0.13 -1.94
C 0.58 -5.79 0.79
C -5.65 -0.53 0.26
C 0.46 -5.85 -0.61
N 2.69 -0.28 0.09
C 0.05 -10.76 -0.68
C -0.01 -9.59 -2.71
N 0.28 6.70 -1.16
H -5.98 0.04 -1.72
N 0.54 1.62 -0.05
C 0.47 2.27 -1.22
N 0.00 -11.81 -0.21
H -7.37 -0.28 -0.74
C 4.86 0.28 0.08
C 0.30 -7.04 -1.29
C 0.50 3.72 1.08
C 0.78 10.18 0.95
C 3.55 0.74 0.20
N 1.31 -4.17 3.94
H 0.01 9.36 -2.27
C 0.68 7.81 0.72
Pt 0.65 -0.34 0.13
N 0.70 6.50 1.03
C 0.42 3.64 -1.31
N 3.44 -1.38 -0.11
H 1.16 8.81 2.57
C 0.54 -7.03 1.47
C -4.13 -0.47 0.13
C 0.47 5.85 -0.10
*
```

Summary:
Largest force on an atom: 3.9 eV Å⁻¹
E_tot: -2464.7103 Eh
Frontier orbital gap: 3.8242 eV
Highest occupied orbital energy: -12.40 eV
Energy above the lowest of the compared OMol25 structures with the same formula, charge and spin: 54.4 kJ/mol

Charges in e, computed with Löwdin, in the same order as the atoms: F 0.17; C -0.06; H 0.14; H 0.15; C 0.05; N 0.28; C -0.01; H 0.11; C -0.13; F 0.16; C 0.00; F 0.12; C -0.09; C -0.04; H 0.11; C -0.19; N 0.00; N 0.20; C -0.10; C -0.06; H 0.12; H 0.16; H 0.13; H 0.14; C -0.09; C -0.10; C -0.10; F 0.16; C -0.18; C 0.03; H 0.12; H 0.11; C -0.11; H 0.12; H 0.12; N -0.16; H 0.12; C 0.01; O 0.10; H 0.12; H 0.12; C 0.01; C -0.49; C -0.12; N -0.17; C -0.13; C -0.14; N 0.18; H 0.10; N -0.20; C -0.11; N 0.28; H 0.13; C -0.01; C -0.11; C 0.04; C -0.07; C -0.10; N 0.23; H 0.11; C -0.22; Pt 1.18; N 0.19; C 0.03; N 0.01; H 0.12; C -0.12; C -0.07; C -0.28

---

Record 3
DFT (wB97M-V/def2-TZVPD) results for a structure of composition C33H20BrF3FeN4O5S2 in a non-equilibrium geometry.

```
! wB97M-V def2-TZVPD RIJCOSX def2/J DEFGRID3
* xyz -1 6
C -5.50 2.43 25.59
C -10.36 -0.71 19.54
H -4.29 2.18 27.31
H -5.31 6.26 15.70
C -3.30 3.23 19.47
H -5.63 10.05 23.12
C -4.91 1.65 26.59
C -2.63 1.75 21.60
C -7.86 -3.46 19.44
S -6.37 7.02 20.58
F -3.50 -0.08 28.34
O -10.48 0.45 19.44
C -5.59 5.27 17.55
C -7.76 6.40 16.92
N -5.01 4.60 18.52
O -1.53 5.65 15.20
H -1.94 4.26 17.21
C -3.74 4.15 18.39
C -4.87 5.66 16.45
C -6.00 9.28 22.38
F -4.43 -1.82 27.48
C -9.65 5.90 18.23
H -2.42 1.14 22.47
C -9.10 6.60 17.17
O -5.46 8.05 22.85
N -6.68 -1.42 18.95
C -7.88 -0.85 18.93
C -2.75 5.84 15.15
N -4.21 3.10 20.44
F -5.59 -0.47 28.72
H -1.40 2.67 18.55
H -9.72 7.19 16.50
C -3.89 2.35 21.48
C -8.86 5.03 18.99
H -9.30 4.48 19.82
C -1.73 1.92 20.60
S -4.92 5.56 22.67
H -6.85 -0.07 23.78
C -2.97 4.53 17.28
H -5.90 -1.45 25.54
C -6.83 2.48 23.43
H -4.63 2.26 22.29
N -7.59 4.88 18.77
C -6.71 -2.70 19.24
H -5.77 -3.10 19.61
C -7.26 2.82 22.35
C -7.03 5.55 17.74
C -6.31 0.42 24.60
C -9.12 -2.84 19.50
H -7.93 0.21 18.67
C -5.05 0.26 26.57
Br -7.97 -5.31 19.86
Fe -5.91 4.57 20.52
C -4.64 -0.51 27.76
H -10.00 -3.40 19.80
H -7.06 9.15 22.25
O -3.45 6.42 14.29
H -5.37 3.52 25.61
C -3.56 5.32 16.33
O -7.47 3.35 21.23
C -9.12 -1.50 19.30
H -5.54 9.54 21.41
H -10.68 6.02 18.49
C -5.73 -0.38 25.56
C -2.03 2.62 19.46
H -0.76 1.47 20.64
C -6.21 1.82 24.55
H -7.27 6.84 16.08
C -5.62 6.98 22.09
*
```

Summary:
Largest force on an atom: 2.6 eV Å⁻¹
E_tot: -6798.5218 Eh
Frontier orbital gap (spin up / spin down): 6.5256 / 6.6247 eV
Highest occupied orbital energy (spin up / spin down): -5.48 / -5.53 eV
Energy above the lowest of the compared OMol25 structures with the same formula, charge and spin: 89.5 kJ/mol

Charges in e, computed with Löwdin, in the same order as the atoms: C -0.02; C -0.10; H 0.12; H 0.10; C -0.18; H 0.11; C -0.01; C -0.05; C -0.64; S 0.69; F 0.12; O 0.11; C -0.21; C 0.00; N 0.08; O -0.03; H 0.10; C -0.15; C 0.06; C -0.11; F 0.11; C -0.05; H 0.11; C -0.06; O -0.22; N 0.09; C -0.05; C -0.70; N 0.05; F 0.13; H 0.13; H 0.11; C -0.11; C -0.14; H 0.11; C -0.08; S 0.64; H 0.12; C 0.07; H 0.12; C -0.04; H 0.10; N 0.04; C -0.18; H 0.11; C -0.31; C -0.23; C -0.04; C -0.11; H 0.12; C -0.16; Br 0.73; Fe 0.54; C -0.59; H 0.10; H 0.07; O -0.05; H 0.11; C -0.10; O -0.17; C -0.19; H 0.08; H 0.10; C -0.03; C 0.01; H 0.11; C -0.25; H 0.11; C -1.27

---

Question: What is the E_tot in the second record?
Answer: -2464.7103 Eh

---

Copy entry 1 word for word.
DFT (wB97M-V/def2-TZVPD) results for a structure of composition C33H19CoF3N8O3S2 in a non-equilibrium geometry.

```
! wB97M-V def2-TZVPD RIJCOSX def2/J DEFGRID3
* xyz 1 5
N 1.21 -5.31 3.29
C 4.10 2.97 0.39
C -0.66 -2.93 -0.67
C -0.78 -3.98 -1.58
H -1.02 -3.05 0.35
Co -0.19 -0.23 0.58
S 5.19 5.06 0.51
C -1.30 -5.91 -0.05
C 4.67 0.52 0.40
C -0.36 -5.66 1.07
C 0.89 -5.07 0.94
C 1.64 -4.92 2.10
N 5.32 3.45 0.51
H -7.35 -1.65 1.98
O 0.45 -1.76 2.00
C 1.37 2.29 0.09
H 2.64 -4.48 2.06
N 3.59 5.21 0.36
C -4.76 -0.26 0.25
S 0.91 -0.74 2.98
F 0.26 -0.33 5.47
N -0.07 -1.78 -0.97
C 3.10 3.98 0.30
H 5.72 0.76 0.51
C -7.53 -0.36 0.27
H -1.87 2.40 -0.28
C 0.31 -2.56 -3.18
H 0.92 5.64 0.12
C -2.13 -0.18 0.31
C -0.86 2.78 -0.16
O 2.28 -0.80 3.36
C 0.40 -1.59 -2.20
C -0.10 -1.11 4.47
C 3.74 1.57 0.33
N -0.80 -6.08 2.27
H 2.45 -2.01 0.15
C 0.68 4.58 0.06
C -5.44 -1.02 1.24
H -2.17 -5.62 -1.90
C 2.40 1.25 0.18
H 1.28 -4.76 -0.02
H 0.88 -0.63 -2.39
C -1.44 -5.24 -1.19
C 0.00 -5.87 3.31
H -1.44 4.84 -0.18
H -0.36 -6.21 4.27
C -0.29 -3.77 -2.86
C -0.62 4.15 -0.10
C 4.22 -0.77 0.32
C -5.50 0.45 -0.72
H 0.71 -2.37 -4.17
N -10.11 -0.46 0.27
C -6.87 0.41 -0.71
N 1.96 -0.02 0.11
N 0.10 1.87 -0.06
H 4.90 -1.61 0.39
C -6.81 -1.07 1.24
C -3.38 -0.22 0.26
C 2.85 -1.00 0.19
C -8.97 -0.41 0.27
H -7.45 0.95 -1.44
H -4.87 -1.56 1.98
F 0.06 -2.38 4.81
H -0.38 -4.55 -3.61
C 1.70 3.64 0.15
H -1.95 -6.76 0.14
F -1.39 -0.90 4.18
O 0.41 0.56 2.51
H -4.98 1.03 -1.47
*
```

Summary:
Largest force on an atom: 1.1 eV Å⁻¹
E_tot: -4411.2257 Eh
Frontier orbital gap (spin up / spin down): 7.7163 / 4.7700 eV
Highest occupied orbital energy (spin up / spin down): -11.51 / -11.51 eV
Energy above the lowest of the compared OMol25 structures with the same formula, charge and spin: 0.0 kJ/mol

Charges in e, computed with Löwdin, in the same order as the atoms: N 0.10; C -0.30; C -0.09; C -0.20; H 0.12; Co 0.64; S 1.06; C -0.01; C 0.04; C -0.28; C -0.02; C -0.12; N -0.20; H 0.14; O -0.35; C -0.13; H 0.11; N -0.21; C -0.21; S 0.55; F 0.17; N 0.00; C -0.30; H 0.13; C -0.17; H 0.10; C -0.03; H 0.13; C 0.09; C -0.09; O -0.23; C -0.11; C -0.68; C -0.06; N 0.13; H 0.11; C 0.03; C 0.03; H 0.12; C -0.13; H 0.11; H 0.11; C -0.04; C -0.19; H 0.12; H 0.11; C 0.01; C -0.02; C 0.00; C 0.02; H 0.11; N 0.21; C 0.01; N 0.06; N 0.07; H 0.12; C 0.01; C 0.00; C -0.10; C -0.15; H 0.13; H 0.14; F 0.16; H 0.13; C -0.07; H 0.12; F 0.13; O -0.32; H 0.13